Formula: C28H45Br2F3N2O12S
Source: OMol25
Level of theory: ωB97M-V/def2-TZVPD

Calculated values
**Frontier orbital gap**: 9.55 eV
**SMILES string**: CC(=O)NCCCC[C@@]1(N(C)C(C)=O)OS(=O)(=O)O[C@@]1(CC[C@@](F)(Br)C(F)(F)Br)CC(=O)OC(C)=O.CC(C)=O.CC(C)=O.CC(C)=O
**HOMO energy**: -9.20 eV

```
93
Properties=species:S:1:pos:R:3:forces:R:3:lowdin_charge:R:1
C 4.338443 1.584065 -2.164276 1.59 -3.52 0.65 -0.037
C 4.874936 0.546757 -1.211666 0.52 -0.67 -0.73 -0.488
O 5.354688 -0.498535 -1.625544 0.05 0.47 0.44 0.062
N 4.817448 0.838919 0.157407 -0.43 -0.28 -0.15 0.060
C 3.425784 0.895233 0.661385 0.22 -0.75 -0.12 -0.180
C 2.780867 -0.496942 0.637793 0.03 0.03 0.50 -0.163
C 1.517584 -0.540790 1.499311 0.32 0.54 -0.73 -0.140
C 0.343800 0.061679 0.741164 -1.21 -0.71 0.28 -0.118
C -0.958542 -0.773330 0.848932 2.93 0.67 -0.41 -0.374
N -0.688491 -2.099653 0.292462 -1.00 0.02 0.11 0.012
C -1.345244 -3.206295 1.003348 0.06 -0.51 -0.54 -0.029
C -0.887104 -2.210780 -1.122003 -1.11 -0.33 -0.39 -0.429
C 0.102149 -1.616848 -2.085717 0.44 -0.27 0.43 0.043
O -1.819300 -2.863643 -1.552542 0.77 0.06 0.35 0.101
O -1.154894 -0.899760 2.265467 -1.11 -0.40 0.40 -0.123
S -1.949538 0.347610 2.858677 0.48 -0.10 -0.36 0.606
O -1.042926 1.182275 3.544946 0.49 0.56 0.15 -0.200
O -3.113793 -0.070190 3.538281 -0.63 -0.52 0.08 -0.197
O -2.323826 0.997663 1.461208 0.44 0.21 0.41 -0.164
C -2.158437 0.045799 0.341650 -1.25 0.00 0.81 -0.285
C -3.487397 -0.732143 0.388256 0.27 0.09 -0.13 -0.083
C -4.716144 0.166803 0.636152 0.22 -0.80 -0.72 -0.124
C -5.990172 -0.302640 -0.057784 0.35 0.36 0.35 -0.825
F -7.010387 0.280452 0.618137 -0.45 0.23 0.30 -0.047
Br -6.118638 0.343404 -1.875903 -0.05 -0.18 -0.14 0.896
C -6.203264 -1.830959 0.018676 -1.74 0.22 -0.68 -0.940
F -5.606761 -2.464541 -0.973946 0.70 -0.33 -0.15 0.049
F -5.786148 -2.300566 1.182478 0.47 -0.17 0.47 0.092
Br -8.124103 -2.263355 -0.131738 0.25 0.03 0.02 0.797
C -1.873632 0.972104 -0.831292 -0.73 0.02 -0.02 0.027
C -2.638592 0.763345 -2.093173 -0.03 -0.64 -0.39 -0.451
O -2.992091 -0.270449 -2.587131 0.28 0.61 0.25 0.136
O -2.828603 1.981821 -2.714390 0.10 -0.35 -0.68 0.070
C -2.900605 1.869981 -4.116005 1.38 -0.58 -1.69 -0.437
C -4.229022 2.119360 -4.736940 -0.30 0.54 0.52 0.020
O -1.919713 1.589549 -4.779161 -1.52 0.51 1.62 0.131
H 4.978289 2.454906 -2.152936 0.05 0.21 0.17 0.116
H 3.319670 1.870170 -1.933412 2.80 -3.47 0.40 -0.028
H 4.330341 1.128804 -3.142619 0.23 -0.13 -0.47 0.113
H 5.244615 0.036909 0.605816 0.32 0.01 0.13 0.117
H 3.416209 1.219460 1.693856 0.21 0.43 0.21 0.117
H 2.822111 1.544166 0.043095 0.30 0.19 0.51 0.078
H 2.563214 -0.800188 -0.380730 -0.02 -0.09 -0.28 0.104
H 3.481174 -1.232174 1.031605 0.29 -0.03 0.03 0.117
H 1.343955 -1.554906 1.827778 -0.25 -0.21 0.15 0.113
H 1.706877 0.110136 2.344248 -0.03 -0.26 0.61 0.110
H 0.601283 0.256036 -0.290081 -0.44 -1.06 0.90 0.041
H 0.107132 1.031601 1.166776 0.04 0.36 -0.07 0.128
H -2.425905 -3.178093 0.972934 -0.28 0.12 0.18 0.087
H -1.072409 -4.112722 0.482973 0.10 -0.22 -0.13 0.093
H -0.973422 -3.322651 2.004694 0.06 0.31 0.36 0.078
H -0.135322 -1.973433 -3.073140 -0.31 0.08 -0.32 0.095
H 0.168401 -0.538843 -2.062453 -0.07 0.20 -0.04 0.053
H 1.090818 -1.995525 -1.840231 0.22 0.03 0.17 0.094
H -3.402065 -1.352052 1.269011 -0.02 -0.31 0.13 0.104
H -3.602484 -1.410177 -0.447059 0.15 0.07 -0.34 0.108
H -4.554719 1.193074 0.342112 0.01 0.31 0.03 0.120
H -4.945957 0.116948 1.689874 -0.04 0.28 0.34 0.122
H -2.081634 1.982356 -0.510186 -0.01 0.29 0.17 0.156
H -0.830353 0.979050 -1.111379 0.20 -0.02 -0.04 0.093
H -4.098229 2.663058 -5.660747 0.10 0.03 -0.26 0.092
H -4.893948 2.673658 -4.084191 -0.03 0.09 0.17 0.082
H -4.707480 1.174109 -4.953503 0.03 -0.40 -0.04 0.097
C 0.644479 2.259515 -3.247918 0.18 -0.13 0.43 0.027
C 1.517743 2.230654 -2.019094 -0.61 0.93 -1.04 -0.384
C 2.689015 3.177559 -1.965979 -2.40 3.37 -0.11 -0.123
O 1.283012 1.463386 -1.109363 0.38 1.35 -1.51 0.003
H -0.146458 1.532246 -3.135901 -0.10 -0.09 -0.16 0.047
H 0.198022 3.246370 -3.375338 0.11 0.03 -0.10 0.105
H 1.229578 2.009421 -4.134132 0.00 0.13 -0.04 0.109
H 2.337557 4.208704 -2.028439 -0.50 0.23 0.05 0.120
H 3.367807 2.976341 -2.796005 -1.26 1.89 -0.41 0.087
H 3.225617 3.039196 -1.029431 -0.62 0.93 -0.47 0.047
C 3.874219 6.308700 1.439468 -0.13 -0.09 -0.26 -0.014
C 4.330489 4.911507 1.093960 0.25 0.11 0.47 -0.465
C 5.299013 4.248951 2.042814 -0.05 -0.21 -0.20 -0.011
O 3.939817 4.343706 0.103019 0.18 0.43 0.22 0.052
H 3.183647 6.662719 0.677645 -0.01 0.00 -0.01 0.081
H 3.367145 6.307898 2.405318 0.13 0.05 0.07 0.088
H 4.731550 6.982016 1.482447 0.00 -0.02 0.15 0.087
H 4.851117 4.162835 3.034265 0.08 0.13 0.05 0.089
H 6.216434 4.835621 2.111223 -0.05 0.07 0.14 0.088
H 5.539926 3.253890 1.672587 -0.02 -0.01 -0.03 0.070
C -0.030063 -7.992521 3.240140 -0.17 0.05 -0.16 -0.023
C -0.080992 -6.488314 3.349788 0.02 -0.03 0.03 -0.497
C 0.875901 -5.839654 4.320814 -0.11 0.19 -0.09 -0.020
O -0.852160 -5.832875 2.690854 -0.04 0.03 -0.02 0.070
H -0.764779 -8.326837 2.511842 -0.01 0.01 -0.01 0.081
H 0.961947 -8.310293 2.915886 0.04 -0.04 0.14 0.085
H -0.256097 -8.445408 4.206516 0.15 -0.03 0.03 0.085
H 1.905096 -6.069072 4.040814 0.01 -0.10 0.11 0.085
H 0.687232 -6.204075 5.331526 0.12 -0.09 0.00 0.085
H 0.735690 -4.761267 4.302052 -0.01 0.00 -0.01 0.078
```
Positions in Å, forces in eV/Å.

***

Formula: C30H29IrN5OS5Sb
Source: OMol25
Level of theory: ωB97M-V/def2-TZVPD

Calculated values
**Frontier orbital gap (spin up / spin down)**: 6.12 / 5.68 eV
**Energy relative to the best compared isomer or geometry (same formula, charge and spin)**: 15.92 kcal/mol
**HOMO energy (spin up / spin down)**: -6.21 / -7.01 eV
**Expectation value of S²**: 6.015
**Multiplicity**: 5

```
72
Properties=species:S:1:pos:R:3:forces:R:3:mulliken_spin:R:1
Ir 1.575262 -0.663652 -1.254510 0.05 -0.15 -0.02 2.126
C 0.160564 -3.617806 -0.727477 0.01 0.01 -0.02 0.025
N -0.409814 -2.370206 -1.171703 -0.08 -0.01 0.02 0.111
C -0.999886 -2.282452 -2.488865 0.01 0.02 0.02 0.035
C -1.094518 -0.821096 -2.798977 0.01 -0.02 0.00 -0.007
N -0.276079 0.048033 -2.272705 -0.03 0.02 -0.01 0.116
C -0.672043 1.293638 -2.736700 0.02 0.01 -0.02 -0.047
C -0.136861 2.551840 -2.484230 0.01 -0.01 0.01 0.026
C -0.754572 3.628411 -3.087328 -0.01 0.00 -0.01 0.001
C -1.868494 3.461070 -3.925658 -0.01 0.00 0.00 -0.001
C -2.398569 2.212675 -4.191898 -0.01 0.00 0.00 0.000
C -1.774456 1.132623 -3.578710 0.00 0.00 0.00 -0.009
N -2.019452 -0.234377 -3.598001 0.01 0.01 0.00 0.009
C 1.137616 -3.287385 0.359186 -0.02 0.02 0.01 -0.005
N 1.781089 -2.153754 0.393898 0.08 -0.05 -0.05 0.108
C 2.598158 -2.197757 1.512888 -0.04 0.06 0.01 -0.009
C 3.505279 -1.258132 1.994370 -0.01 0.03 -0.01 -0.004
C 4.169717 -1.568696 3.164318 0.01 0.00 0.00 0.002
C 3.948606 -2.783606 3.833030 0.00 -0.01 0.01 -0.001
C 3.064135 -3.729534 3.350702 0.01 -0.02 0.00 0.001
C 2.396111 -3.410989 2.174144 0.03 -0.01 0.02 -0.011
N 1.458684 -4.088028 1.407922 -0.02 -0.01 0.02 0.006
H 0.713965 -4.058405 -1.563275 -0.01 0.00 0.00 -0.002
H -0.569464 -4.358677 -0.374963 0.00 -0.01 0.00 0.002
H -0.957359 -1.893651 -0.461566 0.02 0.00 -0.01 -0.040
H -1.985469 -2.757515 -2.581903 -0.01 0.00 0.00 0.002
H -0.314178 -2.748527 -3.203862 -0.01 0.00 -0.01 -0.002
H 0.736185 2.653962 -1.852703 -0.02 0.00 -0.02 -0.001
H -0.367749 4.625393 -2.923124 0.00 0.00 0.00 0.000
H -2.318627 4.332131 -4.383361 0.01 0.00 0.00 0.000
H -3.248914 2.088430 -4.849794 0.01 0.00 0.00 0.000
H -2.749176 -0.710629 -4.097830 0.01 0.00 0.00 0.000
H 3.686345 -0.342135 1.443816 0.00 -0.01 0.01 -0.003
H 4.888418 -0.869266 3.570571 0.00 -0.01 -0.01 0.000
H 4.494493 -2.989648 4.744249 0.00 0.00 0.00 0.000
H 2.909478 -4.670100 3.863001 0.00 0.01 0.00 0.000
H 1.078454 -5.000182 1.589010 0.00 0.00 -0.01 0.000
S 3.824372 0.967127 -5.377079 -0.01 -0.05 0.05 0.125
Sb 3.904097 -0.243264 -3.486361 0.15 0.02 0.07 -0.069
S 3.359034 0.853201 -1.437552 0.01 0.02 -0.09 0.223
S 2.544126 -2.108495 -3.115712 -0.06 0.08 0.01 0.217
S 6.190394 -0.904436 -3.443739 -0.10 0.05 -0.03 0.928
O -0.169143 0.105149 0.730554 -0.03 -0.06 0.03 0.122
S -0.408555 -0.210101 2.169728 -0.03 0.10 -0.05 0.005
C -2.049722 0.513171 2.502261 -0.01 -0.07 0.03 0.002
C -2.981874 -0.039889 1.466515 0.02 0.00 -0.01 0.001
C -3.126075 0.621364 0.249969 0.01 0.00 -0.01 -0.002
C -3.920061 0.081765 -0.750141 0.00 0.00 -0.01 0.001
C -4.563598 -1.132998 -0.551509 -0.01 -0.01 0.00 0.000
C -4.414665 -1.803795 0.655239 -0.01 0.00 -0.01 0.000
C -3.627371 -1.257595 1.659347 0.00 0.00 0.02 0.000
C 0.612766 0.959607 3.139121 0.02 -0.04 0.01 0.002
C 0.689777 2.303250 2.489953 -0.01 0.02 0.00 0.000
C -0.067621 3.375496 2.952671 -0.01 -0.01 0.01 0.000
C -0.020605 4.600913 2.302994 -0.01 0.01 -0.01 0.000
C 0.783441 4.761617 1.183244 0.00 0.00 0.01 0.002
C 1.544475 3.697070 0.718524 0.01 0.02 0.00 0.002
C 1.496485 2.474303 1.367564 0.00 -0.01 -0.01 0.024
H -1.958892 1.596899 2.423437 0.03 -0.02 0.00 0.000
H -2.325898 0.224101 3.517784 -0.04 0.03 0.00 0.001
H -2.598428 1.552398 0.082160 0.00 0.00 0.00 0.000
H -4.032152 0.615935 -1.685239 0.00 0.00 0.00 0.000
H -5.190390 -1.551815 -1.329348 0.01 0.00 0.01 0.000
H -4.920029 -2.747087 0.819544 0.00 0.01 0.00 0.000
H -3.516459 -1.779411 2.603665 0.00 0.00 -0.01 0.000
H 1.587915 0.472184 3.184249 0.00 0.01 0.02 0.000
H 0.186104 0.983396 4.144025 0.01 0.01 0.00 0.000
H -0.688884 3.255556 3.834115 0.01 0.00 0.00 0.000
H -0.609331 5.430196 2.673765 0.01 0.00 0.00 0.000
H 0.822876 5.718423 0.678634 0.00 0.00 0.00 0.000
H 2.180993 3.811782 -0.150471 0.00 -0.01 0.01 -0.001
H 2.076023 1.641979 0.986126 0.00 0.01 0.01 -0.012
```
Positions in Å, forces in eV/Å.

***

Formula: C13H24N4O7S
Source: OMol25
Level of theory: ωB97M-V/def2-TZVPD

Calculated values
**Frontier orbital gap (spin up / spin down)**: 2.53 / 7.06 eV
**HOMO energy (spin up / spin down)**: -0.14 / -4.67 eV
**Net charge**: -1
**Expectation value of S²**: 0.761
**Multiplicity**: 2

```
49
Properties=species:S:1:pos:R:3:forces:R:3:mulliken_spin:R:1
O -3.535360 4.058822 -1.516820 -0.72 0.25 0.09 -0.012
C -2.882796 4.183097 -2.555643 0.64 -2.03 7.14 0.055
N -3.382587 4.592527 -3.627144 -1.68 2.01 -6.52 -0.007
C -1.452976 3.916366 -2.442651 2.03 -0.20 -1.07 -0.039
H -2.845219 4.457684 -4.471634 -0.17 0.31 0.02 -0.002
H -4.306605 4.983586 -3.742751 0.08 -0.48 0.48 -0.001
H -1.022340 4.458972 -1.601096 -0.22 0.14 -0.10 0.001
H -0.974883 4.229283 -3.370886 0.53 0.02 0.06 0.000
H -1.165831 2.877175 -2.282211 -0.48 -0.12 -0.05 0.017
O 0.122609 -3.642439 1.247870 0.57 0.93 0.18 -0.002
C -0.044344 -4.707359 0.711983 -0.49 0.29 -2.94 0.006
N -0.118327 -5.824506 1.449566 0.67 -0.62 0.98 -0.001
C -0.073314 -4.897816 -0.812142 -1.10 0.32 -0.12 -0.009
H -0.794224 -6.562375 1.312464 0.45 0.15 0.11 0.000
H 0.271438 -5.513681 2.327963 -0.84 -1.04 0.84 0.000
H -0.483672 -5.849736 -1.149108 0.50 -0.47 0.40 0.000
H 0.899688 -4.711842 -1.266884 0.03 -0.09 0.24 0.005
H -0.775351 -4.220086 -1.297872 0.20 0.70 0.27 0.001
O 4.630574 2.133080 7.177834 -3.25 -1.16 -0.40 0.000
C 3.627328 1.357256 7.032699 4.56 1.38 -1.60 0.000
N 3.434426 0.442821 7.968070 -0.59 -1.05 2.60 0.000
C 2.875687 1.133732 5.756705 -0.39 1.60 -0.31 0.000
H 2.770149 -0.316030 8.022684 -0.17 0.48 -0.62 0.000
H 3.864841 0.674670 8.851860 0.20 -0.19 -0.13 0.000
H 3.020942 0.130024 5.357236 -0.52 -0.03 0.33 0.000
H 3.114716 1.838279 4.960101 0.71 -0.04 0.21 0.000
H 1.863599 1.476517 5.971778 -0.55 -0.97 -0.12 0.000
N -1.162565 -1.537101 -2.647165 0.56 -1.19 1.21 0.294
C 0.125080 -1.635151 -3.061137 2.23 0.71 -0.04 0.095
C 0.704683 -1.121088 -4.212864 -1.85 0.03 0.43 0.002
C -0.209790 -0.479985 -5.095353 0.88 0.09 -0.98 0.471
C -1.519689 -0.317906 -4.668055 -2.51 -0.72 1.32 -0.051
C -1.982827 -0.897879 -3.478608 0.38 1.09 -1.58 0.125
H 0.788944 -1.976889 -2.280818 0.37 -0.52 0.17 0.004
H 1.729100 -1.072600 -4.551409 0.37 -0.65 0.73 -0.010
H 0.054209 -0.407381 -6.140069 -0.01 0.43 -0.22 0.040
H -2.293099 0.143657 -5.264024 0.04 0.24 -0.40 -0.001
H -2.997696 -0.885997 -3.109429 -0.43 0.49 -0.44 0.004
C -1.104785 0.574411 0.633114 0.38 -0.71 -0.70 -0.003
C 0.168569 -0.076602 -0.046099 -1.95 0.76 -1.55 0.004
O 1.295254 0.412601 0.654133 0.74 1.89 0.65 0.007
S 0.949247 1.937300 1.229990 -0.55 -0.45 -2.31 0.026
O 0.968420 2.966440 0.131659 -0.16 -3.14 3.31 -0.005
O 1.667045 2.147063 2.457178 -0.53 0.02 -1.26 -0.001
O -0.543475 1.448351 1.614548 0.24 1.19 0.73 -0.004
H -1.771502 -0.195948 1.020563 0.45 0.12 0.99 0.002
H -1.784162 1.161350 0.015011 0.62 0.09 -0.61 0.009
H 0.135909 0.277893 -1.076323 0.53 0.02 -0.10 -0.008
H 0.144962 -1.162558 -0.136812 0.21 0.12 0.72 -0.009
```
Positions in Å, forces in eV/Å.